No. 1
ORCA calculation (wB97M-V/def2-TZVPD) on 16 unconnected molecules or ions with the total composition C40H122N10O16.

Calculated values
Frontier orbital gap (eV): 8.246

ORCA input file:
```
! RIJCOSX wB97M-V def2-TZVPD def2/J DEFGRID3
* xyz 0 1
C -1.59 -2.56 9.35
C -2.87 -2.64 8.53
C -2.59 -2.85 7.05
O -1.72 -1.86 6.56
C -1.45 -2.01 5.19
N -3.75 -3.69 9.02
H -1.76 -2.54 10.43
H -1.01 -1.68 9.06
H -0.89 -3.35 9.05
H -3.38 -1.69 8.73
H -3.52 -2.82 6.47
H -2.17 -3.86 6.92
H -1.09 -3.02 4.99
H -0.79 -1.21 4.84
H -2.37 -1.89 4.61
H -4.51 -3.88 8.36
H -3.26 -4.58 8.95
C -1.51 4.10 -6.88
C -0.28 4.14 -5.96
C 0.66 2.95 -6.11
O 0.00 1.75 -5.77
C 0.77 0.61 -5.93
N 0.50 5.37 -6.22
H -2.12 3.24 -6.58
H -1.25 3.94 -7.93
H -2.20 4.93 -6.76
H -0.67 4.28 -4.94
H 1.58 3.07 -5.53
H 0.99 2.86 -7.15
H 1.06 0.46 -6.99
H 0.32 -0.35 -5.67
H 1.76 0.69 -5.47
H 0.77 5.34 -7.20
H -0.12 6.17 -6.14
C 2.26 5.19 -1.44
C 3.50 4.56 -2.00
C 3.20 3.19 -2.63
O 4.31 2.47 -3.10
C 5.40 2.34 -2.24
N 4.16 5.43 -2.98
H 1.47 5.28 -2.19
H 2.41 6.22 -1.10
H 2.00 4.74 -0.48
H 4.22 4.47 -1.18
H 2.42 3.28 -3.38
H 2.72 2.59 -1.84
H 5.18 1.88 -1.28
H 5.95 3.29 -2.16
H 6.15 1.67 -2.68
H 4.85 4.94 -3.53
H 3.48 5.82 -3.62
C 0.81 1.67 6.27
C 2.26 1.28 6.15
C 3.05 1.39 7.45
O 4.42 1.50 7.13
C 5.29 1.35 8.20
N 2.28 -0.11 5.65
H 0.26 1.10 7.03
H 0.32 1.60 5.30
H 0.65 2.70 6.59
H 2.74 1.87 5.36
H 2.81 0.59 8.16
H 2.72 2.31 7.96
H 4.80 1.41 9.18
H 6.13 2.05 8.17
H 5.79 0.37 8.23
H 1.81 -0.08 4.75
H 3.24 -0.40 5.45
C 3.52 -1.31 -3.78
C 4.54 -1.24 -2.65
C 3.93 -0.85 -1.29
O 5.03 -0.53 -0.44
C 4.76 -0.47 0.94
N 5.34 -2.48 -2.54
H 3.28 -0.29 -4.07
H 2.57 -1.82 -3.57
H 3.95 -1.79 -4.66
H 5.25 -0.44 -2.88
H 3.46 -1.72 -0.81
H 3.24 0.00 -1.37
H 3.97 0.26 1.15
H 5.66 -0.22 1.50
H 4.42 -1.47 1.25
H 5.80 -2.34 -1.63
H 4.71 -3.25 -2.31
C -3.97 -6.07 2.91
C -3.71 -4.77 2.16
C -3.97 -3.51 2.99
O -3.53 -2.31 2.36
C -4.17 -2.09 1.13
N -2.35 -4.80 1.61
H -3.81 -6.92 2.26
H -5.00 -6.08 3.28
H -3.29 -6.14 3.77
H -4.39 -4.82 1.30
H -3.42 -3.58 3.93
H -5.04 -3.38 3.19
H -3.90 -2.76 0.31
H -3.95 -1.08 0.78
H -5.27 -2.07 1.20
H -1.70 -5.00 2.37
H -2.11 -3.82 1.41
C -6.17 -0.74 6.59
C -6.49 -0.49 5.13
C -5.39 0.28 4.41
O -5.81 0.64 3.12
C -4.78 1.32 2.41
N -6.91 -1.73 4.49
H -5.27 -1.37 6.68
H -6.97 -1.24 7.13
H -5.91 0.19 7.09
H -7.33 0.22 5.15
H -4.51 -0.38 4.28
H -5.01 1.11 5.01
H -3.94 0.63 2.23
H -4.44 2.13 3.06
H -5.11 1.67 1.44
H -6.31 -2.49 4.78
H -6.78 -1.66 3.48
C 4.87 -3.12 -8.15
C 3.56 -2.66 -8.72
C 2.83 -1.55 -7.94
O 2.55 -1.88 -6.58
C 1.64 -2.94 -6.45
N 3.75 -2.30 -10.15
H 4.73 -3.32 -7.08
H 5.57 -2.27 -8.06
H 5.30 -4.03 -8.56
H 2.88 -3.52 -8.68
H 1.90 -1.33 -8.47
H 3.49 -0.68 -7.89
H 2.12 -3.90 -6.71
H 0.69 -2.77 -6.96
H 1.41 -3.06 -5.38
H 2.83 -2.03 -10.49
H 4.30 -1.44 -10.14
C 0.46 0.72 -2.24
C 0.68 -0.60 -1.52
C -0.23 -0.89 -0.34
O 0.11 -0.13 0.81
C -0.86 -0.28 1.85
N 0.65 -1.72 -2.49
H -0.53 0.73 -2.71
H 1.28 0.83 -2.95
H 0.41 1.60 -1.58
H 1.67 -0.68 -1.05
H -0.04 -1.93 -0.05
H -1.29 -0.75 -0.58
H -1.84 0.10 1.57
H -0.53 0.28 2.72
H -0.91 -1.35 2.09
H 1.23 -1.49 -3.29
H -0.31 -1.65 -2.85
C -1.37 4.18 -2.07
C -1.87 4.03 -0.63
C -0.70 3.98 0.34
O -1.18 3.60 1.61
C -0.15 3.39 2.54
N -2.72 5.17 -0.27
H -0.83 5.11 -2.19
H -2.20 4.27 -2.77
H -0.76 3.35 -2.42
H -2.42 3.09 -0.52
H -0.35 5.01 0.43
H 0.09 3.30 0.00
H 0.51 2.58 2.20
H -0.46 3.03 3.53
H 0.39 4.34 2.59
H -2.95 5.03 0.72
H -3.64 4.99 -0.67
O -3.97 0.93 -2.18
H -3.47 1.10 -3.00
H -3.70 0.03 -1.89
O -3.20 -1.75 -1.83
H -2.75 -2.09 -2.63
H -4.08 -2.16 -1.86
O -2.41 1.62 -4.38
H -2.71 1.01 -5.06
H -1.45 1.70 -4.52
O -2.04 -2.50 -4.27
H -1.71 -3.38 -4.49
H -2.19 -2.07 -5.12
O 2.05 -1.20 2.53
H 2.56 -1.86 2.04
H 1.40 -0.85 1.89
O 2.14 -4.01 -1.40
H 2.92 -3.91 -1.94
H 1.52 -3.31 -1.71
*
```

---

No. 2
ORCA calculation (wB97M-V/def2-TZVPD) on a molecular structure, C40H23BrCaF5N7O5Se.

Calculated values
Frontier orbital gap (eV): 5.340

ORCA input file:
```
! RIJCOSX wB97M-V def2-TZVPD def2/J DEFGRID3
* xyz -2 1
Ca 0.47 -0.60 -0.06
O 2.38 6.58 -0.69
C 1.25 6.27 -0.29
O 0.32 6.96 0.14
C 0.94 4.72 -0.32
C 1.68 3.80 -1.05
C 1.34 2.45 -0.98
N 0.35 1.99 -0.21
C -0.37 2.86 0.49
C -0.09 4.23 0.46
C -1.48 2.36 1.31
C -2.47 3.22 1.81
C -3.44 2.72 2.65
C -3.44 1.36 2.94
C -2.46 0.57 2.35
N -1.51 1.05 1.58
C 2.13 1.45 -1.72
C 2.63 1.74 -2.99
C 3.43 0.79 -3.62
C 3.73 -0.38 -2.94
C 3.16 -0.58 -1.69
N 2.37 0.30 -1.10
H 2.51 4.15 -1.64
H -0.65 4.95 1.04
H -2.47 4.26 1.54
H -4.19 3.37 3.06
H -4.17 0.93 3.60
H -2.43 -0.49 2.51
H 2.36 2.66 -3.49
H 3.80 0.97 -4.61
H 4.37 -1.12 -3.38
H 3.34 -1.49 -1.13
O -1.45 -4.06 -0.15
C -1.44 -2.75 0.01
N -1.18 -2.00 1.02
C -0.66 -2.45 2.27
C 0.14 -1.38 2.97
C 0.27 -1.43 4.36
C 1.16 -0.56 4.98
C 1.88 0.32 4.19
C 1.64 0.32 2.82
N 0.79 -0.50 2.23
C -1.97 -2.02 -1.18
C -2.69 -2.68 -2.17
C -3.09 -1.97 -3.29
C -2.77 -0.62 -3.37
C -2.03 -0.06 -2.34
N -1.65 -0.73 -1.27
H 0.06 -3.27 2.17
H -1.48 -2.80 2.92
H -0.30 -2.15 4.93
H 1.30 -0.59 6.05
H 2.61 0.99 4.62
H 2.17 1.00 2.16
H -2.88 -3.74 -2.08
H -3.62 -2.46 -4.09
H -3.05 -0.03 -4.23
H -1.73 0.98 -2.37
Br 2.85 -8.08 -0.73
C 1.54 -6.75 -0.30
C 0.20 -7.07 -0.37
N -0.76 -6.25 -0.08
C -0.43 -4.96 0.41
C 0.97 -4.47 0.09
C 1.92 -5.40 -0.20
C 1.23 -3.02 -0.06
O 2.00 -2.42 0.72
O 0.65 -2.42 -1.00
H -0.12 -8.06 -0.70
H -0.62 -4.96 1.52
H 2.93 -5.09 -0.42
F -2.37 -5.19 -6.62
C -1.72 -4.06 -6.27
C -1.82 -2.92 -7.06
F -2.56 -2.98 -8.19
C -1.19 -1.75 -6.68
F -1.33 -0.67 -7.47
C -0.43 -1.66 -5.51
Se 0.35 -0.07 -4.97
C -0.29 -2.84 -4.76
F 0.50 -2.82 -3.69
C -0.92 -4.01 -5.12
F -0.79 -5.13 -4.39
*
```

---

No. 3
ORCA calculation (wB97M-V/def2-TZVPD) on a molecular structure, C40H25Br2F5N4O8S2Zr.

Calculated values
Frontier orbital gap (eV): 6.798

ORCA input file:
```
! RIJCOSX wB97M-V def2-TZVPD def2/J DEFGRID3
* xyz -2 1
Zr -0.59 0.00 1.43
O -2.62 -0.06 1.44
C -3.63 0.64 1.04
C -4.58 0.10 0.14
C -5.72 0.78 -0.20
C -5.99 2.04 0.34
C -5.06 2.61 1.18
C -3.88 1.95 1.52
C -2.88 2.67 2.29
N -1.70 2.25 2.52
C -0.79 3.17 3.19
C 0.65 2.65 3.05
N 0.70 1.98 1.77
C 1.56 2.37 0.90
C 1.41 2.17 -0.51
C 2.37 2.71 -1.38
C 2.15 2.80 -2.73
C 0.93 2.36 -3.23
C -0.04 1.85 -2.40
C 0.16 1.69 -1.01
O -0.77 1.21 -0.23
H -4.36 -0.88 -0.27
H -6.42 0.33 -0.89
H -6.91 2.56 0.09
H -5.24 3.60 1.59
H -3.20 3.67 2.63
H -1.04 3.26 4.25
H -0.86 4.16 2.73
H 0.86 1.96 3.85
H 1.36 3.48 3.11
H 2.39 3.02 1.21
H 3.31 3.06 -0.97
H 2.92 3.19 -3.37
H 0.73 2.42 -4.30
H -1.00 1.55 -2.81
C -1.66 -0.96 -2.45
C -1.97 -2.16 -1.63
C -2.45 -3.34 -2.24
C -2.81 -4.40 -1.46
C -2.64 -4.32 -0.06
C -2.99 -5.34 0.85
Br -3.75 -6.98 0.23
C -2.79 -5.17 2.19
C -2.17 -4.02 2.68
Br -1.96 -3.93 4.56
C -1.71 -2.97 1.86
O -1.02 -1.97 2.27
C -2.06 -3.13 0.46
N -1.79 -2.07 -0.33
H -2.17 -0.98 -3.42
H -0.58 -0.91 -2.62
H -1.94 -0.08 -1.88
H -2.56 -3.39 -3.31
H -3.22 -5.31 -1.88
H -3.09 -5.95 2.88
F 2.43 -0.70 7.39
C 1.89 -0.47 6.14
C 1.28 -1.62 5.41
F 1.87 -2.18 4.37
C -0.12 -1.47 5.52
F -0.44 -1.33 6.86
C -0.13 -0.19 4.83
O -0.55 0.15 3.71
C 0.85 0.63 5.76
F 0.27 1.58 6.57
C 2.24 0.70 5.38
F 2.79 0.81 4.15
O 1.42 -0.61 1.92
C 1.55 -1.12 0.78
O 0.60 -1.10 -0.03
H 2.50 -1.58 0.49
O 6.99 0.50 -3.03
S 5.69 1.08 -3.32
O 5.64 2.53 -3.24
N 4.51 0.39 -2.46
C 3.61 -0.20 -3.23
S 2.26 -1.04 -2.72
C 3.92 -0.11 -4.69
C 3.21 -0.65 -5.75
C 3.72 -0.53 -7.03
C 4.94 0.12 -7.26
C 5.65 0.67 -6.20
C 5.12 0.55 -4.93
H 2.28 -1.16 -5.55
H 3.18 -0.94 -7.88
H 5.33 0.19 -8.26
H 6.60 1.17 -6.35
*
```

---

No. 4
ORCA calculation (wB97M-V/def2-TZVPD) on a molecular structure, C40H26KN5O7S.

Calculated values
Frontier orbital gap (eV): 3.208

ORCA input file:
```
! RIJCOSX wB97M-V def2-TZVPD def2/J DEFGRID3
* xyz -2 1
K -0.25 4.11 20.90
O -1.40 3.83 15.97
C -0.62 3.76 16.94
O -0.53 2.93 17.87
C 0.46 4.87 17.08
C 0.71 5.77 16.03
C 1.58 6.84 16.24
C 2.11 7.04 17.52
C 1.86 6.04 18.49
N 1.15 4.96 18.21
C 2.34 6.10 19.96
O 2.21 7.24 20.50
O 2.70 5.03 20.52
H 0.28 5.50 15.05
H 1.79 7.51 15.39
H 2.61 7.97 17.82
S -0.81 -1.13 19.10
C 0.80 -0.64 18.73
C 1.75 -1.20 17.89
C 2.97 -0.54 17.73
C 3.25 0.65 18.49
C 2.33 1.17 19.37
C 1.09 0.52 19.48
N 0.13 0.94 20.33
C -0.96 0.22 20.18
C -2.15 0.57 20.97
C -3.02 -0.41 21.48
C -3.99 -0.06 22.38
C -4.18 1.27 22.76
C -3.28 2.23 22.27
C -2.32 1.90 21.37
H 1.54 -2.14 17.35
H 3.70 -0.94 17.06
H 4.21 1.13 18.34
H 2.49 2.10 19.93
H -2.95 -1.46 21.13
H -4.63 -0.87 22.74
H -5.00 1.56 23.37
H -3.30 3.26 22.59
O 2.82 2.20 28.28
N 2.63 3.43 28.05
O 2.96 4.37 28.82
C 1.92 3.86 26.87
C 1.81 5.25 26.74
C 1.27 5.80 25.57
C 1.15 7.22 25.35
C 0.59 7.70 24.18
C 0.29 6.75 23.21
N 0.33 5.43 23.40
C 0.82 4.92 24.53
C 0.93 3.48 24.71
N 0.54 2.75 23.66
C 0.73 1.48 23.65
C 1.33 0.79 24.72
C 1.64 1.53 25.86
C 1.54 2.92 25.87
H 2.24 5.92 27.48
H 1.51 7.88 26.14
H 0.37 8.74 24.05
H -0.05 7.06 22.21
H 0.30 0.94 22.82
H 1.46 -0.27 24.70
H 2.04 1.05 26.75
C -3.57 4.31 19.05
C -3.57 5.23 20.27
O -2.71 5.18 21.19
C -4.68 6.21 20.36
C -5.75 6.31 19.40
C -6.86 7.08 19.69
C -6.96 7.73 20.91
C -5.92 7.67 21.84
C -4.80 6.89 21.60
H -2.81 3.53 19.17
H -3.34 4.85 18.11
H -4.58 3.87 18.96
H -5.66 5.82 18.45
H -7.70 7.19 18.99
H -7.83 8.30 21.20
H -5.97 8.19 22.79
H -3.98 6.83 22.29
*
```

---

Quick rundown of relative energy (zero: lowest compared OMol25 entry of this formula, charge and spin), same order as above: 257.6, 397.1, 616.2, 123.3 kJ/mol
Quick rundown of HOMO, same order as above: -8.82, -1.71, -3.21, -0.93 eV
Quick rundown of strongest force on any atom, same order as above: 2.37, 2.76, 1.94, 3.30 eV/A